Below is one molecule with the formula C6H16N2 at a distorted geometry, with properties calculated with ωB97M-V/def2-TZVPD.

```
24
C6H16N2 ωB97M-V/def2-TZVPD
C 2.46 -1.26 0.66
N 1.17 -1.60 0.09
C 0.62 -2.92 0.42
C 0.19 -0.52 0.37
C -0.03 0.31 -0.87
C -0.41 1.72 -0.50
C -1.73 2.12 0.17
N -2.65 2.71 -0.95
H 3.25 -1.40 -0.21
H 2.84 -1.97 1.54
H 2.62 -0.29 1.01
H -0.19 -3.16 -0.16
H 1.34 -3.72 0.47
H -0.06 -2.74 1.33
H 0.51 0.09 1.33
H -0.86 -0.76 0.70
H 0.98 0.11 -1.41
H -0.61 -0.22 -1.64
H 0.38 2.19 0.13
H -0.10 2.35 -1.39
H -2.30 1.29 0.69
H -1.43 2.91 0.90
H -3.61 2.42 -0.79
H -2.38 2.35 -1.88
```

Summary:
Energy above the lowest of the compared OMol25 structures with the same formula, charge and spin in kcal per mole: 75.49
Orbital gap in eV: 9.336
SMILES: CN(C)CCCCN
HOMO energy in eV: -8.29
LUMO in Ha: 0.0383

Table of natural (NBO) atomic charges, one value per atom, all in e: number 1, C, carries -0.41; number 2, N, carries -0.47; number 3, C, carries -0.40; number 4, C, carries -0.23; number 5, C, carries -0.43; number 6, C, carries -0.45; number 7, C, carries -0.22; number 8, N, carries -0.85; number 9, H, carries 0.19; number 10, H, carries 0.18; number 11, H, carries 0.20; number 12, H, carries 0.20; number 13, H, carries 0.21; number 14, H, carries 0.16; number 15, H, carries 0.18; number 16, H, carries 0.19; number 17, H, carries 0.23; number 18, H, carries 0.21; number 19, H, carries 0.21; number 20, H, carries 0.22; number 21, H, carries 0.19; number 22, H, carries 0.19; number 23, H, carries 0.35; number 24, H, carries 0.35

Below is C21H20CeClNOP as an isolated structure at a distorted geometry, with properties calculated with ωB97M-V/def2-TZVPD.

```
46
C21H20CeClNOP ωB97M-V/def2-TZVPD
Ce 0.60 -0.29 -0.24
Cl 2.41 1.09 -1.16
C 0.03 1.43 1.79
O 0.01 2.25 2.61
P -1.42 1.47 -1.48
C -3.24 1.19 -1.31
C -1.14 3.25 -1.09
C -1.03 1.38 -3.29
C -0.17 3.99 -1.80
C -0.01 5.37 -1.54
C -0.75 5.98 -0.53
C -1.65 5.24 0.23
C -1.84 3.87 -0.04
H 0.43 3.51 -2.58
H 0.76 5.94 -2.08
H -0.56 7.03 -0.27
H -2.17 5.69 1.08
H -2.55 3.31 0.57
C -3.72 0.57 -0.14
C -5.09 0.30 0.02
C -6.01 0.68 -0.96
C -5.55 1.31 -2.12
C -4.16 1.54 -2.31
H -3.02 0.29 0.65
H -5.48 -0.22 0.90
H -7.08 0.47 -0.86
H -6.27 1.58 -2.90
H -3.80 2.00 -3.24
C -1.52 2.33 -4.21
C -1.24 2.15 -5.59
C -0.46 1.09 -6.01
C 0.07 0.17 -5.08
C -0.23 0.31 -3.72
H -2.10 3.18 -3.85
H -1.62 2.89 -6.31
H -0.23 0.99 -7.07
H 0.71 -0.63 -5.43
H 0.16 -0.43 -3.00
H -1.02 -0.98 0.25
H -0.52 -1.58 -0.99
C 2.83 -3.22 2.98
C 2.00 -2.36 2.21
N 1.44 -1.67 1.46
H 2.92 -4.17 2.42
H 2.34 -3.35 3.96
H 3.81 -2.70 3.08
```

Summary:
Energy above the lowest of the compared OMol25 structures with the same formula, charge and spin in kcal per mole: 81.11
Orbital gap (spin up / spin down) in eV: 5.498 / 4.260
Total charge: +2
HOMO energy (spin up / spin down) in eV: -14.41 / -14.38
LUMO (spin up / spin down) in Ha: -0.3276 / -0.3718
Spin multiplicity: 2

Table of Mulliken atomic charges, one value per atom, all in e: number 1, Ce, carries 0.79; number 2, Cl, carries -0.20; number 3, C, carries 0.35; number 4, O, carries -0.09; number 5, P, carries 0.74; number 6, C, carries 0.72; number 7, C, carries 0.49; number 8, C, carries 0.81; number 9, C, carries -0.33; number 10, C, carries -0.73; number 11, C, carries -0.46; number 12, C, carries -0.67; number 13, C, carries -0.25; number 14, H, carries 0.42; number 15, H, carries 0.41; number 16, H, carries 0.39; number 17, H, carries 0.42; number 18, H, carries 0.43; number 19, C, carries -0.19; number 20, C, carries -0.75; number 21, C, carries -0.49; number 22, C, carries -0.68; number 23, C, carries -0.33; number 24, H, carries 0.21; number 25, H, carries 0.39; number 26, H, carries 0.39; number 27, H, carries 0.40; number 28, H, carries 0.29; number 29, C, carries -0.26; number 30, C, carries -0.87; number 31, C, carries -0.54; number 32, C, carries -0.81; number 33, C, carries -0.16; number 34, H, carries 0.53; number 35, H, carries 0.41; number 36, H, carries 0.40; number 37, H, carries 0.43; number 38, H, carries -0.24; number 39, H, carries 0.14; number 40, H, carries 0.20; number 41, C, carries -0.79; number 42, C, carries 0.47; number 43, N, carries -0.35; number 44, H, carries 0.32; number 45, H, carries 0.33; number 46, H, carries 0.32

Below is C4H4S3 as an isolated structure at a distorted geometry, with properties calculated with ωB97M-V/def2-TZVPD.

```
11
C4H4S3 ωB97M-V/def2-TZVPD
C 0.49 -0.79 1.06
C -0.14 -0.26 -1.30
C 0.22 0.97 -0.46
C -0.35 0.52 0.95
H -1.37 -0.53 -1.28
H 0.29 -0.29 -2.28
H 1.26 1.16 -0.34
H -1.33 0.02 0.66
S 0.67 -1.56 2.50
S 0.70 -1.46 -0.31
S -0.45 2.22 0.81
```

Summary:
Energy above the lowest of the compared OMol25 structures with the same formula, charge and spin in kcal per mole: 94.70
Orbital gap in eV: 7.979
HOMO energy in eV: -8.23
LUMO in Ha: -0.0092

Table of natural (NBO) atomic charges, one value per atom, all in e: number 1, C, carries -0.42; number 2, C, carries -0.58; number 3, C, carries -0.30; number 4, C, carries -0.45; number 5, H, carries 0.24; number 6, H, carries 0.24; number 7, H, carries 0.22; number 8, H, carries 0.21; number 9, S, carries -0.02; number 10, S, carries 0.54; number 11, S, carries 0.32

Below is an isolated ion of composition CH7I2N5 and charge +2 at a distorted geometry, with properties calculated with ωB97M-V/def2-TZVPD.

```
15
CH7I2N5 ωB97M-V/def2-TZVPD
C -0.31 -0.01 0.22
N 0.04 1.26 0.32
N -1.19 -0.57 1.07
N 0.08 -0.78 -0.84
N -1.88 0.00 2.06
N 0.94 -0.31 -1.70
I 3.42 1.27 -3.27
I 3.30 -0.18 -1.05
H 0.39 1.84 -0.52
H -1.17 -1.64 1.27
H 0.02 -1.86 -0.76
H 0.05 1.68 1.25
H -2.32 -0.67 2.66
H -2.42 0.95 1.91
H 1.03 -0.97 -2.62
```

Summary:
Orbital gap (spin up / spin down) in eV: 5.553 / 4.413
Total charge: +2
HOMO energy (spin up / spin down) in eV: -15.41 / -16.12
LUMO (spin up / spin down) in Ha: -0.3622 / -0.4303
Spin multiplicity: 3

Table of natural (NBO) atomic charges, one value per atom, all in e: number 1, C, carries 0.58; number 2, N, carries -0.78; number 3, N, carries -0.32; number 4, N, carries -0.36; number 5, N, carries -0.64; number 6, N, carries -0.48; number 7, I, carries 0.50; number 8, I, carries 0.46; number 9, H, carries 0.46; number 10, H, carries 0.44; number 11, H, carries 0.42; number 12, H, carries 0.45; number 13, H, carries 0.42; number 14, H, carries 0.43; number 15, H, carries 0.42

E_tot for every record listed, in sequence, given in eV: -9458.80066, -60359.83775, -36713.68522, -24779.92833.